Entry 1:
C28H38FN6O2 | the ωB97M-V functional and the def2-TZVPD basis

Each line ends with the Mulliken charge.
Geometry (Å):
C1 -0.032 0.702 3.828  -0.14
C2 -0.329 1.071 2.728  -0.48
N1 -0.634 1.400 1.402  0.44
F1 -1.085 0.234 0.780  -0.15
C3 -1.714 2.449 1.251  -0.29
C4 -1.258 3.780 1.865  -0.69
C5 -2.397 4.507 2.604  -0.54
C6 -3.683 4.503 1.793  0.38
O1 -3.679 4.706 0.606  -0.46
O2 -4.821 4.329 2.504  -0.39
C7 -5.097 2.992 2.948  -0.25
C8 -5.406 2.025 1.806  -0.96
H1 0.033 0.193 4.781  0.58
H2 0.212 1.664 0.867  0.46
H3 -1.879 2.549 0.175  0.15
H4 -2.589 2.019 1.748  0.22
H5 -0.404 3.651 2.541  0.52
H6 -0.918 4.423 1.046  0.33
H7 -2.550 4.136 3.620  0.36
H8 -2.094 5.558 2.696  0.32
H9 -4.288 2.621 3.596  0.24
H10 -5.975 3.088 3.591  0.37
H11 -6.475 1.989 1.592  0.33
H12 -5.093 1.015 2.098  0.29
H13 -4.861 2.279 0.889  0.26
N2 1.376 2.530 -2.327  0.04
C9 0.992 3.715 -2.895  -1.17
C10 -0.377 3.770 -2.889  -0.20
C11 -0.844 2.567 -2.302  -0.55
C12 0.261 1.823 -1.964  -0.78
H14 2.325 2.222 -2.211  0.23
H15 1.724 4.417 -3.259  0.50
H16 -0.976 4.573 -3.283  0.50
H17 -1.873 2.270 -2.169  0.66
H18 0.349 0.837 -1.530  0.81
N3 0.563 -2.783 4.351  0.19
C13 1.692 -2.955 5.113  -0.38
C14 1.635 -4.206 5.661  -0.55
C15 0.431 -4.816 5.209  -0.55
C16 -0.208 -3.917 4.400  -0.44
H19 0.339 -1.966 3.818  0.13
H20 2.435 -2.180 5.198  0.38
H21 2.374 -4.640 6.313  0.40
H22 0.075 -5.802 5.455  0.42
H23 -1.138 -3.986 3.862  0.38
N4 0.887 -1.998 -1.062  0.14
C17 2.182 -2.439 -1.173  -0.76
C18 2.338 -2.951 -2.431  -0.38
C19 1.094 -2.808 -3.107  -0.67
C20 0.217 -2.219 -2.239  -0.43
H24 0.494 -1.587 -0.238  0.11
H25 2.871 -2.354 -0.351  0.62
H26 3.241 -3.385 -2.825  0.45
H27 0.870 -3.112 -4.116  0.45
H28 -0.818 -1.945 -2.356  0.44
N5 1.023 2.675 -6.061  0.08
C21 0.799 1.476 -6.683  -0.42
C22 0.418 1.738 -7.972  -0.53
C23 0.415 3.150 -8.134  -0.50
C24 0.793 3.700 -6.938  -0.39
H29 1.309 2.788 -5.106  0.22
H30 0.928 0.545 -6.159  0.44
H31 0.171 1.001 -8.717  0.39
H32 0.164 3.698 -9.027  0.40
H33 0.917 4.727 -6.641  0.35
N6 2.876 -5.799 2.234  0.13
C25 3.696 -6.885 2.104  -0.46
C26 4.349 -6.779 0.904  -0.81
C27 3.903 -5.580 0.285  -0.17
C28 2.997 -4.999 1.131  -0.22
H34 2.275 -5.615 3.018  0.18
H35 3.747 -7.639 2.871  0.37
H36 5.064 -7.482 0.512  0.39
H37 4.212 -5.192 -0.671  0.40
H38 2.427 -4.091 1.044  0.21

Properties
Spin multiplicity: 1
Orbital gap in eV: 4.99
LUMO level in eV: -4.7
Net charge: +1

Entry 2:
C3H14NO4 | the ωB97M-V functional and the def2-TZVPD basis

Each line ends with the Mulliken charge.
Geometry (Å):
C1 0.442 -2.005 -1.564  -0.44
C2 0.333 -2.188 -0.047  -0.77
C3 -0.643 -1.138 0.524  -0.42
O1 -0.295 0.153 0.478  -0.75
N1 1.399 -0.844 -2.033  -0.81
H1 -0.586 -1.880 -1.975  0.25
H2 0.919 -2.907 -1.902  0.36
H3 0.044 -3.190 0.167  0.43
H4 1.278 -1.898 0.432  0.29
H5 -0.894 -1.585 1.511  0.23
H6 -1.551 -1.324 -0.115  0.22
H7 0.906 -0.172 -1.335  0.33
H8 0.981 -0.517 -2.922  0.26
H9 -2.116 1.109 -1.914  0.26
H10 -1.113 1.102 -0.637  0.36
O2 -1.411 1.569 -1.474  -0.69
H11 0.418 2.462 1.567  0.34
H12 0.773 2.409 0.052  0.32
O3 0.769 2.953 0.830  -0.65
H13 -0.911 1.237 3.204  0.28
H14 -0.173 0.513 1.987  0.34
O4 -0.143 0.689 3.019  -0.75

Properties
Energy relative to the best compared isomer or geometry (same formula, charge and spin) in kcal per mole: 23.91
Spin multiplicity: 1
Orbital gap in eV: 8.44
LUMO level in eV: 3.8
Net charge: -1

Entry 3:
C37H51F3FeN4OPS | the ωB97M-V functional and the def2-TZVPD basis

Each line ends with the Mulliken charge.
Geometry (Å):
Fe1 1.483 0.326 -0.497  0.36
C1 -0.003 -0.830 -3.156  -1.66
N1 0.105 0.475 -2.533  1.46
C2 -1.185 0.875 -1.921  -1.03
C3 -0.948 2.042 -1.031  0.76
C4 -1.626 3.228 -1.150  -0.15
C5 -1.348 4.303 -0.284  -1.00
C6 -0.337 4.058 0.696  -0.86
C7 0.312 2.859 0.745  -1.04
N2 0.064 1.817 -0.116  1.31
C8 0.596 1.507 -3.439  -1.43
C9 2.045 1.856 -3.230  0.88
C10 2.862 2.264 -4.273  -1.05
C11 4.142 2.708 -3.982  -0.35
C12 4.564 2.732 -2.664  -0.84
C13 3.694 2.273 -1.687  -0.35
N3 2.468 1.846 -1.967  0.34
C14 -0.085 -1.922 -2.116  0.81
C15 -0.459 -3.216 -2.456  -1.35
C16 -0.415 -4.193 -1.479  -0.73
C17 -0.031 -3.846 -0.194  -0.88
C18 0.295 -2.524 0.070  -0.64
N4 0.274 -1.589 -0.881  1.21
H1 0.890 -1.007 -3.758  0.60
H2 -0.879 -0.888 -3.824  0.60
H3 -1.537 0.021 -1.334  -0.63
H4 -1.930 1.103 -2.699  0.31
H5 -2.392 3.308 -1.916  0.44
H6 -1.878 5.243 -0.348  0.38
H7 -0.071 4.818 1.422  0.35
H8 1.079 2.657 1.482  0.45
H9 0.034 2.421 -3.214  0.42
H10 0.405 1.257 -4.491  0.33
H11 2.497 2.232 -5.292  0.42
H12 4.804 3.028 -4.778  0.39
H13 5.554 3.072 -2.393  0.40
H14 3.978 2.213 -0.642  0.42
H15 -0.751 -3.447 -3.473  0.51
H16 -0.676 -5.217 -1.718  0.45
H17 0.031 -4.588 0.590  0.56
H18 0.623 -2.175 1.042  0.23
S1 2.361 0.196 1.401  -0.83
F1 4.259 -0.421 -1.107  -0.23
C19 2.971 -0.864 -1.195  0.39
F2 3.033 -2.156 -0.755  -0.24
F3 2.816 -1.035 -2.594  -0.25
O1 -1.763 -0.848 1.585  0.49
P1 -2.938 -1.394 2.315  -0.85
C20 -3.576 -2.883 1.441  0.34
C21 -3.508 -2.788 -0.093  -0.18
C22 -4.787 -2.310 -0.775  -0.53
C23 -6.007 -3.071 -0.266  -1.12
C24 -6.133 -2.911 1.245  -0.60
C25 -4.901 -3.460 1.963  -1.47
C26 -4.305 -0.180 2.488  0.70
C27 -4.483 0.575 1.139  0.28
C28 -4.417 2.095 1.293  -1.55
C29 -3.139 2.509 2.012  0.59
C30 -2.982 1.811 3.378  -0.54
C31 -4.112 0.817 3.643  -1.80
C32 -2.599 -1.981 4.041  0.41
C33 -2.196 -3.457 4.176  -1.96
C34 -0.811 -3.722 3.589  1.05
C35 0.254 -2.874 4.279  -1.45
C36 -0.105 -1.393 4.217  0.39
C37 -1.513 -1.138 4.749  -1.45
H19 -2.784 -3.588 1.705  0.45
H20 -3.279 -3.791 -0.473  0.72
H21 -2.658 -2.159 -0.368  -0.78
H22 -4.677 -2.438 -1.855  0.52
H23 -4.938 -1.241 -0.603  0.04
H24 -5.905 -4.136 -0.510  0.36
H25 -6.914 -2.717 -0.763  0.50
H26 -7.025 -3.423 1.616  0.43
H27 -6.262 -1.849 1.474  0.12
H28 -4.886 -4.547 1.824  0.50
H29 -4.994 -3.295 3.042  0.38
H30 -5.200 -0.773 2.710  0.59
H31 -5.430 0.286 0.675  0.15
H32 -3.682 0.292 0.451  -0.70
H33 -5.304 2.462 1.821  0.51
H34 -4.434 2.551 0.300  0.61
H35 -3.110 3.593 2.122  0.49
H36 -2.290 2.250 1.380  -0.87
H37 -2.955 2.542 4.190  0.30
H38 -2.021 1.293 3.387  0.23
H39 -5.052 1.365 3.761  0.55
H40 -3.963 0.291 4.587  0.63
H41 -3.551 -1.837 4.568  0.97
H42 -2.945 -4.120 3.737  0.38
H43 -2.175 -3.689 5.248  0.64
H44 -0.821 -3.472 2.525  -1.00
H45 -0.569 -4.786 3.670  0.49
H46 1.229 -3.035 3.813  0.52
H47 0.337 -3.196 5.325  0.44
H48 -0.022 -1.032 3.190  -0.49
H49 0.613 -0.811 4.800  0.48
H50 -1.733 -0.075 4.697  0.36
H51 -1.551 -1.412 5.812  0.53

Properties
Energy relative to the best compared isomer or geometry (same formula, charge and spin) in kcal per mole: 0.00
Spin multiplicity: 5
<S²>: 6.117
Orbital gap (spin up / spin down) in eV: 3.49 / 6.07
LUMO level (spin up / spin down) in eV: 2.4 / 2.4
Net charge: -1

Entry 4:
C21H23N3O5S | the ωB97M-V functional and the def2-TZVPD basis

Each line ends with the Mulliken charge.
Geometry (Å):
C1 -2.246 -3.687 0.117  -1.23
O1 -1.617 -3.045 -1.181  -0.52
C2 -0.832 -2.146 -1.081  0.38
C3 -0.335 -1.805 -0.017  -0.89
C4 0.441 -0.626 0.177  0.65
C5 0.759 -0.049 -0.899  0.20
N1 1.545 1.344 -1.205  0.37
C6 0.945 2.384 -1.593  -0.99
C7 -0.507 2.397 -1.500  0.08
O2 -1.289 2.527 -2.218  -0.37
N2 -0.729 2.147 -0.067  -0.14
C8 -1.861 1.632 0.570  0.42
C9 -1.890 1.627 2.039  -0.54
C10 -2.836 0.905 2.601  -0.13
C11 -3.912 0.427 2.129  -0.74
C12 -3.946 0.607 0.318  0.37
C13 -5.181 -0.044 -0.289  -1.57
C14 -2.889 1.460 -0.115  0.36
S1 2.643 1.419 0.097  1.28
O3 1.860 1.982 1.427  -0.79
O4 3.520 2.601 -0.347  -0.83
C15 3.419 0.058 0.554  0.95
C16 4.220 -0.526 -0.462  -0.09
C17 4.368 -0.143 -2.073  -1.21
N3 4.895 -1.541 -0.144  -0.65
O5 4.391 -1.782 1.308  -0.29
C18 3.686 -0.851 1.598  0.37
C19 3.132 -0.381 2.682  -1.64
C20 0.334 -0.418 -2.385  -1.20
C21 -0.553 -1.491 -2.352  -1.17
H1 -2.635 -2.934 0.641  0.44
H2 -1.495 -4.142 0.570  0.47
H3 -2.844 -4.364 -0.385  0.37
H4 -0.603 -2.013 1.036  0.35
H5 0.717 -0.078 1.114  0.82
H6 1.567 3.261 -1.234  0.49
H7 1.157 2.516 -2.841  0.28
H8 0.125 2.432 0.471  0.33
H9 -0.828 1.757 2.656  0.08
H10 -2.916 0.780 3.892  0.06
H11 -4.815 -0.142 2.402  0.32
H12 -5.667 0.966 -0.978  0.25
H13 -5.749 -0.383 0.314  0.67
H14 -4.716 -0.785 -0.965  0.25
H15 -2.838 1.265 -1.180  0.30
H16 4.481 1.029 -1.851  0.37
H17 3.493 -0.225 -2.480  0.23
H18 5.174 -0.629 -2.268  0.51
H19 2.570 -1.371 3.155  0.32
H20 2.590 0.194 3.005  1.03
H21 3.998 -0.391 3.600  0.26
H22 0.563 0.228 -3.178  0.62
H23 -0.865 -1.952 -3.186  0.74

Properties
Structure (SMILES): COc1ccc(N(CC(=O)Nc2cccc(C)c2)S(=O)(=O)c2c(C)noc2C)cc1
Energy relative to the best compared isomer or geometry (same formula, charge and spin) in kcal per mole: 614.43
Spin multiplicity: 1
Orbital gap in eV: 7.41
LUMO level in eV: 0.0
Net charge: 0

Entry 5:
C9H11BrO3P | the ωB97M-V functional and the def2-TZVPD basis

Each line ends with the Mulliken charge.
Geometry (Å):
C1 -3.999 0.515 1.854  -0.27
C2 -3.052 0.257 2.829  -0.45
C3 -3.758 0.168 0.556  -0.68
C4 -1.901 -0.391 2.470  -0.57
C5 -2.580 -0.418 0.199  -0.31
C6 -1.655 -0.853 1.169  0.92
C7 4.341 0.958 -1.748  -1.13
C8 3.442 -0.136 -1.272  -0.16
C9 -0.526 -1.664 0.803  -0.80
O1 1.011 1.257 -1.055  -0.62
O2 0.325 0.176 -3.372  -0.63
O3 2.477 -0.591 -2.208  -0.30
P1 1.048 0.209 -2.112  0.85
Br1 0.062 -1.809 -1.040  -0.07
H1 -4.893 1.107 2.070  0.31
H2 -3.074 0.850 3.785  0.25
H3 -4.648 0.066 -0.061  0.27
H4 -1.317 -0.741 3.296  0.34
H5 -2.320 -0.558 -0.835  0.29
H6 3.831 1.860 -2.100  0.31
H7 4.937 1.380 -0.891  0.31
H8 5.037 0.773 -2.535  0.34
H9 2.882 0.237 -0.300  0.26
H10 3.916 -1.096 -0.821  0.30
H11 0.414 -1.556 1.320  0.25

Properties
Energy relative to the best compared isomer or geometry (same formula, charge and spin) in kcal per mole: 0.00
Spin multiplicity: 1
Orbital gap in eV: 6.27
LUMO level in eV: 3.3
Net charge: -1

Entry 6:
C4H9NO | the ωB97M-V functional and the def2-TZVPD basis

Each line ends with the Mulliken charge.
Geometry (Å):
C1 -1.368 1.378 0.064  -1.13
C2 -0.778 0.027 -0.153  0.58
N1 0.675 0.028 -0.048  0.27
C3 1.175 0.485 1.238  -0.81
C4 1.370 -1.021 -0.740  -0.74
O1 -1.308 -0.981 -0.491  -0.39
H1 -1.364 1.736 1.100  0.36
H2 -2.399 1.321 -0.283  0.34
H3 -0.843 2.107 -0.536  0.37
H4 1.516 1.525 1.035  0.36
H5 0.426 0.437 2.025  0.36
H6 2.108 -0.048 1.464  0.35
H7 2.417 -1.100 -0.455  0.36
H8 1.189 -0.990 -1.815  0.32
H9 0.881 -1.971 -0.462  0.39

Properties
Energy relative to the best compared isomer or geometry (same formula, charge and spin) in kcal per mole: 16.54
Spin multiplicity: 2
<S²>: 0.757
Orbital gap (spin up / spin down) in eV: 12.62 / 7.92
LUMO level (spin up / spin down) in eV: -3.6 / -8.2
Net charge: +1